--- a ---
# C44H55F33O22

A 11-piece molecular cluster, C44H55F33O22 overall (ωB97M-V/def2-TZVPD, OMol25).

```
! wB97M-V def2-TZVPD RIJCOSX def2/J DEFGRID3
* xyz 0 1
C -3.584 6.360 -1.619
C -3.189 4.936 -1.481
O -3.665 4.128 -2.692
C -3.356 2.856 -2.710
O -2.883 2.247 -1.779
C -3.762 2.165 -4.026
F -4.735 2.824 -4.646
F -2.706 2.184 -4.783
F -4.119 0.879 -3.809
H -4.680 6.425 -1.664
H -3.280 6.727 -2.567
H -3.146 7.003 -0.880
H -3.708 4.378 -0.662
H -2.147 4.765 -1.558
C -4.923 0.762 1.013
C -5.112 2.312 1.129
O -5.677 2.500 2.476
C -6.071 3.687 2.868
O -6.100 4.686 2.231
C -6.533 3.611 4.369
F -6.958 2.396 4.709
F -5.374 3.769 5.152
F -7.431 4.515 4.724
H -4.290 0.361 1.797
H -4.419 0.585 0.064
H -5.855 0.175 1.061
H -5.714 2.789 0.287
H -4.096 2.785 1.179
C 6.018 -2.496 3.999
C 4.809 -3.115 3.350
O 4.136 -2.186 2.504
C 4.522 -2.201 1.242
O 5.165 -2.992 0.593
C 3.894 -0.952 0.473
F 4.776 0.080 0.548
F 3.703 -1.205 -0.837
F 2.778 -0.575 1.033
H 6.746 -2.420 3.194
H 6.353 -3.140 4.788
H 5.884 -1.459 4.323
H 4.139 -3.445 4.154
H 5.008 -4.046 2.770
C 0.946 -2.116 -6.253
C 1.728 -3.204 -6.979
O 3.164 -3.177 -6.817
C 3.556 -3.721 -5.656
O 2.881 -4.074 -4.707
C 5.102 -3.854 -5.535
F 5.471 -4.800 -4.695
F 5.571 -4.138 -6.759
F 5.610 -2.683 -5.149
H 0.997 -2.345 -5.174
H -0.051 -2.194 -6.672
H 1.464 -1.212 -6.492
H 1.602 -3.185 -8.032
H 1.437 -4.141 -6.583
C 1.427 -3.348 -1.468
C 0.730 -4.469 -2.326
O -0.144 -3.959 -3.394
C -1.408 -3.823 -3.104
O -1.953 -3.978 -2.014
C -2.151 -3.298 -4.369
F -3.544 -3.285 -4.204
F -1.667 -2.107 -4.647
F -1.949 -4.098 -5.350
H 0.664 -2.899 -0.919
H 1.897 -2.644 -2.186
H 2.096 -3.808 -0.758
H 0.143 -5.141 -1.703
H 1.483 -5.091 -2.855
C 0.923 -0.966 4.822
C 1.050 0.447 4.573
O -0.238 1.030 4.469
C -0.324 2.349 4.444
O 0.496 3.170 4.445
C -1.904 2.719 4.627
F -2.140 4.018 4.437
F -2.697 2.073 3.740
F -2.314 2.449 5.862
H 0.440 -1.201 5.743
H 1.833 -1.459 4.725
H 0.308 -1.425 4.026
H 1.527 0.772 3.661
H 1.532 1.002 5.361
C -3.042 -1.338 4.645
C -2.818 -1.749 3.193
O -1.939 -2.922 3.208
C -1.009 -3.010 2.273
O -0.742 -2.318 1.341
C -0.121 -4.274 2.562
F -0.665 -5.276 1.903
F 1.165 -4.298 2.089
F 0.004 -4.535 3.886
H -3.781 -1.999 5.145
H -3.444 -0.322 4.604
H -2.125 -1.267 5.203
H -2.189 -0.908 2.811
H -3.699 -1.942 2.615
C -0.646 -0.425 -1.742
C -0.670 0.282 -0.483
O -0.218 1.658 -0.663
C -0.348 2.308 0.472
O -0.766 1.876 1.526
C 0.033 3.799 0.425
F -0.017 4.259 -0.793
F -0.655 4.588 1.254
F 1.331 3.851 0.810
H 0.402 -0.623 -2.053
H -1.225 0.132 -2.448
H -1.201 -1.370 -1.678
H 0.044 -0.205 0.250
H -1.669 0.323 -0.056
C -4.587 -6.068 1.120
C -4.700 -5.692 -0.332
O -4.540 -4.276 -0.496
C -4.876 -3.826 -1.674
O -5.394 -4.380 -2.569
C -4.825 -2.226 -1.708
F -5.513 -1.740 -0.711
F -3.543 -1.809 -1.523
F -5.274 -1.713 -2.835
H -3.586 -5.802 1.413
H -4.852 -7.094 1.132
H -5.233 -5.427 1.717
H -5.619 -5.917 -0.762
H -3.931 -6.223 -0.896
C 4.377 2.293 3.537
C 4.762 3.301 2.447
O 5.551 4.425 3.141
C 6.228 5.100 2.276
O 6.284 4.864 1.091
C 6.969 6.239 3.008
F 8.135 5.708 3.390
F 7.156 7.317 2.266
F 6.287 6.619 4.126
H 5.188 1.723 4.102
H 3.756 1.611 2.940
H 3.713 2.800 4.183
H 3.899 3.734 1.935
H 5.469 2.951 1.665
C 5.035 2.644 -1.701
C 3.615 2.106 -1.972
O 2.852 2.992 -2.785
C 2.349 2.540 -3.919
O 2.336 1.435 -4.395
C 1.572 3.667 -4.644
F 0.406 3.730 -4.091
F 2.127 4.833 -4.610
F 1.414 3.268 -5.988
H 5.443 1.785 -1.117
H 5.125 3.642 -1.266
H 5.667 2.626 -2.582
H 3.061 1.880 -1.069
H 3.691 1.220 -2.599
*
```

Output
Gap between HOMO and LUMO, eV: 11.24
LUMO energy, hartree: 0.00973
HOMO energy, eV: -10.97

---

--- b ---
# C44H55F33O22

A 11-piece molecular cluster, C44H55F33O22 overall (ωB97M-V/def2-TZVPD, OMol25).

```
! wB97M-V def2-TZVPD RIJCOSX def2/J DEFGRID3
* xyz 0 1
C 10.162 24.563 -20.942
C 8.658 24.447 -20.975
O 8.287 23.144 -21.388
C 7.014 22.897 -21.632
O 6.169 23.736 -21.706
C 6.743 21.402 -21.951
F 6.404 21.311 -23.253
F 7.834 20.647 -21.839
F 5.736 20.965 -21.218
H 10.583 24.387 -21.937
H 10.629 23.862 -20.253
H 10.539 25.566 -20.731
H 8.167 25.218 -21.569
H 8.340 24.621 -19.941
C 1.662 18.206 -31.434
C 3.170 18.350 -31.413
O 3.570 18.662 -30.074
C 4.859 18.541 -29.714
O 5.723 18.263 -30.479
C 5.063 18.760 -28.207
F 5.491 17.578 -27.704
F 6.136 19.564 -28.044
F 3.996 19.179 -27.566
H 1.152 19.005 -30.904
H 1.388 17.282 -30.916
H 1.342 18.029 -32.460
H 3.469 19.184 -32.051
H 3.669 17.438 -31.738
C 6.560 22.868 -26.593
C 7.404 23.500 -25.494
O 7.067 24.900 -25.388
C 7.891 25.741 -24.792
O 8.966 25.506 -24.316
C 7.402 27.208 -24.810
F 7.431 27.716 -23.566
F 8.303 27.954 -25.486
F 6.202 27.348 -25.343
H 5.505 23.034 -26.373
H 6.708 21.791 -26.548
H 6.799 23.372 -27.528
H 8.450 23.222 -25.628
H 7.171 23.111 -24.501
C 8.375 19.307 -25.223
C 9.820 19.661 -25.547
O 10.617 19.898 -24.402
C 10.491 21.039 -23.748
O 9.738 21.930 -24.004
C 11.480 21.114 -22.562
F 12.401 22.041 -22.809
F 10.792 21.410 -21.450
F 12.079 19.944 -22.322
H 7.800 19.394 -26.144
H 7.960 19.948 -24.451
H 8.357 18.265 -24.896
H 9.778 20.564 -26.167
H 10.208 18.931 -26.256
C -1.236 22.147 -22.690
C -0.460 23.158 -23.522
O 0.928 22.857 -23.448
C 1.787 23.674 -24.049
O 1.463 24.701 -24.566
C 3.235 23.256 -23.859
F 3.589 22.522 -24.943
F 4.022 24.317 -23.835
F 3.416 22.513 -22.774
H -2.283 22.023 -22.963
H -1.262 22.360 -21.618
H -0.771 21.162 -22.760
H -0.740 24.184 -23.302
H -0.752 22.903 -24.544
C 11.019 26.294 -27.365
C 10.507 24.916 -26.971
O 11.445 24.008 -27.610
C 11.035 22.822 -27.997
O 9.919 22.531 -28.309
C 12.203 21.819 -28.176
F 11.953 20.765 -27.404
F 12.243 21.434 -29.441
F 13.376 22.317 -27.834
H 12.080 26.315 -27.109
H 10.524 27.115 -26.847
H 10.964 26.506 -28.433
H 9.445 24.818 -27.174
H 10.716 24.821 -25.908
C 8.749 28.588 -20.806
C 8.004 27.839 -19.699
O 7.160 28.687 -18.917
C 7.639 29.448 -17.966
O 8.818 29.563 -17.758
C 6.577 30.212 -17.155
F 6.502 31.477 -17.548
F 5.385 29.617 -17.335
F 6.847 30.159 -15.858
H 9.319 29.408 -20.370
H 8.076 28.943 -21.583
H 9.408 27.909 -21.353
H 8.617 27.308 -18.975
H 7.391 27.192 -20.323
C 10.050 30.751 -23.929
C 9.260 31.611 -22.949
O 7.938 31.060 -22.860
C 7.083 31.603 -22.002
O 7.291 32.586 -21.359
C 5.746 30.859 -21.890
F 5.777 29.708 -22.562
F 5.467 30.634 -20.616
F 4.780 31.593 -22.441
H 9.560 30.799 -24.902
H 9.943 29.714 -23.609
H 11.080 31.084 -24.009
H 9.238 32.644 -23.300
H 9.664 31.643 -21.937
C 2.433 22.754 -28.522
C 3.347 22.570 -29.746
O 3.397 23.640 -30.648
C 4.013 24.744 -30.270
O 4.511 24.959 -29.213
C 4.103 25.765 -31.435
F 3.591 26.938 -31.075
F 5.381 25.948 -31.738
F 3.396 25.358 -32.491
H 2.950 23.319 -27.739
H 2.166 21.843 -27.989
H 1.573 23.353 -28.821
H 2.787 21.737 -30.183
H 4.296 22.098 -29.487
C 5.989 34.525 -24.615
C 5.316 33.883 -25.814
O 5.672 32.512 -25.884
C 5.135 31.693 -26.765
O 4.320 31.948 -27.597
C 5.645 30.226 -26.512
F 6.541 30.176 -25.523
F 4.623 29.429 -26.194
F 6.169 29.805 -27.669
H 5.560 35.498 -24.387
H 7.047 34.664 -24.848
H 5.935 33.877 -23.743
H 5.487 34.452 -26.729
H 4.229 33.929 -25.683
C 2.713 30.711 -19.602
C 2.062 29.353 -19.526
O 2.974 28.332 -19.961
C 3.135 28.029 -21.235
O 2.620 28.570 -22.160
C 4.116 26.874 -21.395
F 4.918 27.112 -22.435
F 4.870 26.611 -20.335
F 3.395 25.786 -21.744
H 2.809 31.129 -20.601
H 3.556 30.781 -18.923
H 1.962 31.382 -19.159
H 1.054 29.257 -19.932
H 1.885 29.150 -18.468
*
```

Output
Gap between HOMO and LUMO, eV: 11.51
LUMO energy, hartree: 0.01780
HOMO energy, eV: -11.02

---

b is favored, and the nearest alternative lies 0.980 eV above it.

---

--- a ---
# C6H14N4O2

A 3-piece molecular cluster, C6H14N4O2 overall (ωB97M-V/def2-TZVPD, OMol25).

```
! wB97M-V def2-TZVPD RIJCOSX def2/J DEFGRID3
* xyz 0 1
C -2.517 -0.898 0.085
C -3.272 -1.802 0.796
C -1.166 -0.337 0.500
C -0.078 0.008 -0.736
C 1.286 0.178 0.046
C 3.592 1.177 -0.309
H -3.860 0.030 -1.634
H -2.272 1.361 -0.470
H -2.213 -1.641 -0.838
H -0.995 0.586 1.164
H -0.713 -1.083 1.227
H -0.141 -1.163 -1.317
H -0.341 0.748 -1.398
H 1.268 0.783 0.875
H 1.658 -0.864 0.307
H 2.341 0.329 -1.827
H 5.562 1.274 -0.190
H 4.403 1.888 1.518
H 2.617 2.492 0.725
H -5.030 -2.767 0.753
N -3.264 0.399 -0.299
N 2.329 0.789 -0.944
N 4.773 1.038 -0.953
N 3.491 1.725 0.910
O -2.900 -2.345 1.773
O -4.560 -1.904 0.238
*
```

Output
Gap between HOMO and LUMO, eV: 8.57
LUMO energy, hartree: -0.00117
HOMO energy, eV: -8.60

---

--- b ---
# C6H14N4O2

One molecule with the formula C6H14N4O2 (ωB97M-V/def2-TZVPD, OMol25).

```
! wB97M-V def2-TZVPD RIJCOSX def2/J DEFGRID3
* xyz 0 1
H 0.649 0.977 3.743
N 0.975 0.771 2.792
C 0.380 1.400 1.873
N -0.824 2.187 1.894
N 0.859 1.209 0.599
C 2.000 0.376 0.289
C 1.823 -0.337 -1.061
C 0.870 -1.521 -1.045
C -0.468 -1.342 -0.316
N -1.204 -2.594 -0.600
C -1.212 -0.243 -1.098
O -1.845 0.652 -0.574
O -1.207 -0.396 -2.420
H -1.440 1.747 1.205
H -0.573 3.146 1.531
H 0.150 1.308 -0.135
H 2.830 1.110 0.146
H 2.273 -0.347 1.069
H 2.777 -0.728 -1.338
H 1.522 0.442 -1.813
H 1.350 -2.388 -0.605
H 0.672 -1.764 -2.160
H -0.374 -0.963 0.681
H -2.071 -2.553 -0.034
H -0.627 -3.377 -0.252
H -1.733 0.343 -2.732
*
```

Output
Gap between HOMO and LUMO, eV: 9.31
LUMO energy, hartree: 0.02232
HOMO energy, eV: -8.70

---

b is favored, and the nearest alternative lies 7.948 eV above it.

---

--- a ---
# C6H6OS

One molecule with the formula C6H6OS (ωB97M-V/def2-TZVPD, OMol25).

```
! wB97M-V def2-TZVPD RIJCOSX def2/J DEFGRID3
* xyz 0 1
C -0.171 2.501 1.074
C -0.192 1.366 0.669
C -0.180 -0.019 0.229
C 0.485 -0.940 1.255
C 0.384 -0.206 -1.221
C -0.898 -0.788 -1.779
O -1.192 -1.213 -2.866
S -1.860 -0.628 -0.283
H -0.172 3.502 1.417
H 1.514 -0.593 1.420
H -0.037 -0.901 2.219
H 0.460 -1.937 0.887
H 0.626 0.751 -1.718
H 1.233 -0.896 -1.303
*
```

Output
Gap between HOMO and LUMO, eV: 10.46
LUMO energy, hartree: 0.02413
HOMO energy, eV: -9.80

---

--- b ---
# C6H6OS

One molecule with the formula C6H6OS (ωB97M-V/def2-TZVPD, OMol25).

```
! wB97M-V def2-TZVPD RIJCOSX def2/J DEFGRID3
* xyz 0 1
C 1.264 -0.836 -2.107
C -0.130 -0.555 -1.559
O -1.130 -0.864 -2.117
C -0.249 -0.043 -0.078
C -1.427 0.214 0.533
C -1.216 0.719 1.812
C 0.105 0.780 2.138
S 1.150 0.368 0.873
H 1.160 -1.218 -3.196
H 1.705 -1.556 -1.454
H 1.519 -0.035 -2.360
H -2.281 0.055 -0.055
H -1.898 0.888 2.671
H 0.349 1.213 2.924
*
```

Output
Gap between HOMO and LUMO, eV: 9.67
LUMO energy, hartree: 0.01639
HOMO energy, eV: -9.22

---

a is favored, and the nearest alternative lies 0.832 eV above it.

---

--- a ---
# C4H9NO3P

An isolated ion of composition C4H9NO3P and charge -1 (ωB97M-V/def2-TZVPD, OMol25).

```
! wB97M-V def2-TZVPD RIJCOSX def2/J DEFGRID3
* xyz -1 1
C -0.360 1.371 -0.558
C -1.096 0.116 -0.892
C -0.263 1.357 1.020
C 0.724 -1.457 -1.364
N -0.501 -1.275 -0.687
O -0.401 -0.975 2.880
O 2.107 -1.250 2.227
O 0.975 0.817 1.430
P 0.766 -0.815 1.997
H 0.619 1.446 -0.953
H -0.876 2.181 -1.103
H -2.049 0.109 -0.307
H -1.112 0.031 -1.947
H -0.612 2.364 1.351
H -1.030 0.604 1.363
H 1.534 -0.823 -0.880
H 1.073 -2.510 -1.123
H 0.498 -1.291 -2.453
*
```

Output
Gap between HOMO and LUMO (alpha / beta), eV: 6.43 / 8.14
LUMO energy (alpha / beta), hartree: 0.13806 / 0.14360
HOMO energy (alpha / beta), eV: -2.68 / -4.23

---

--- b ---
# C4H9NO3P

An isolated ion of composition C4H9NO3P and charge -1 (ωB97M-V/def2-TZVPD, OMol25).

```
! wB97M-V def2-TZVPD RIJCOSX def2/J DEFGRID3
* xyz -1 1
C 1.404 1.732 -0.219
C 1.023 0.433 0.433
C 0.251 -0.541 -0.544
C 0.179 -1.870 0.080
N -1.099 -0.131 -0.911
O -1.617 1.242 -0.618
P -2.370 0.004 0.155
O -2.226 0.261 1.591
O -3.568 -0.674 -0.362
H 1.950 1.624 -1.190
H 0.436 2.308 -0.320
H 2.092 2.256 0.440
H 0.414 0.586 1.287
H 1.895 -0.115 0.715
H 0.906 -0.559 -1.392
H 1.179 -2.079 0.531
H -0.547 -1.764 0.811
H -0.301 -2.711 -0.486
*
```

Output
Gap between HOMO and LUMO, eV: 8.37
LUMO energy, hartree: 0.14338
HOMO energy, eV: -4.47

---

b is favored, and the nearest alternative lies 1.674 eV above it.

---

--- a ---
# C4H16NO3

A 4-piece molecular cluster, C4H16NO3 overall (ωB97M-V/def2-TZVPD, OMol25).

```
! wB97M-V def2-TZVPD RIJCOSX def2/J DEFGRID3
* xyz 1 1
C -1.976 2.018 -2.010
C -1.159 0.777 -1.627
C 0.010 1.106 -0.496
C 2.012 0.068 0.336
N 1.163 0.143 -0.718
H -2.935 2.112 -1.614
H -2.104 2.181 -3.131
H -1.328 2.976 -1.724
H -1.000 0.302 -2.711
H -1.787 0.031 -1.154
H -0.398 0.891 0.579
H 0.419 2.180 -0.450
H 1.727 0.651 1.268
H 3.051 -0.253 0.254
H 1.242 -0.410 -1.504
H 2.556 2.296 2.628
H 3.004 1.402 4.021
O 2.756 1.426 3.032
H -2.844 -1.648 4.957
H -2.290 -2.794 4.178
O -2.580 -1.895 4.072
H 0.471 -3.559 -4.118
H -0.873 -3.289 -3.485
O 0.027 -3.016 -3.378
*
```

Output
Gap between HOMO and LUMO, eV: 8.49
LUMO energy, hartree: -0.19307
HOMO energy, eV: -13.74

---

--- b ---
# C4H16NO3

A 5-piece molecular cluster, C4H16NO3 overall (ωB97M-V/def2-TZVPD, OMol25).

```
! wB97M-V def2-TZVPD RIJCOSX def2/J DEFGRID3
* xyz 1 1
C 1.347 -1.000 2.067
C 0.330 0.028 1.789
C 0.066 -0.645 3.135
C -0.799 -1.692 3.387
N 1.390 0.105 -1.246
H 2.256 -0.687 2.562
H 1.197 -2.044 1.839
H 0.462 1.091 1.938
H -0.343 -0.114 0.946
H 0.429 0.089 3.846
H -0.564 -2.423 4.157
H -1.773 -1.678 2.897
H 1.239 -0.179 -0.292
H 2.355 0.085 -1.526
H 0.983 1.026 -1.376
H 0.231 -1.062 -1.900
H -1.045 -2.057 -1.828
O -0.686 -1.270 -2.240
H -1.711 1.024 -4.264
H -0.933 0.220 -3.309
O -1.310 1.116 -3.391
H -0.722 2.304 -1.891
H -0.270 3.501 -1.185
O -0.191 2.566 -1.116
*
```

Output
Gap between HOMO and LUMO, eV: 5.67
LUMO energy, hartree: -0.27491
HOMO energy, eV: -13.16

---

a is favored, and the nearest alternative lies 1.394 eV above it.